Formula: C34H32CsF5IP3Se
Source: the Open Molecules 2025 dataset
Level of theory: ωB97M-V with the def2-TZVPD basis set

Structure (XYZ):
```
77
C34H32CsF5IP3Se ωB97M-V with the def2-TZVPD basis set
Cs 1.1901 0.7472 0.7156
I -1.8960 2.5099 -0.4654
C -3.9223 2.0174 -0.1508
C -4.7045 3.1371 -0.2255
C -6.1076 3.0699 -0.1424
C -6.7008 1.8578 -0.0141
C -5.9270 0.6747 0.0770
C -6.6220 -0.5514 0.1940
C -5.9510 -1.7286 0.2943
C -4.5489 -1.7052 0.3182
C -3.8125 -0.5501 0.2237
P -1.9739 -0.8010 0.3728
C -1.7218 -1.9198 -1.0699
C -1.8903 -3.3049 -1.0639
C -1.7474 -4.0396 -2.2340
C -1.4387 -3.4010 -3.4291
C -1.2672 -2.0242 -3.4462
C -1.4015 -1.2916 -2.2740
C -1.8622 -1.9154 1.8245
C -2.7187 -1.7684 2.9177
C -2.5040 -2.4854 4.0865
C -1.4266 -3.3564 4.1878
C -0.5555 -3.4950 3.1162
C -0.7687 -2.7729 1.9491
C -4.4922 0.7099 0.0509
H -4.2339 4.1002 -0.3715
H -6.6918 3.9785 -0.2058
H -7.7803 1.7671 0.0200
H -7.7059 -0.5277 0.1967
H -6.4797 -2.6700 0.3714
H -4.0321 -2.6490 0.4385
H -2.1367 -3.8222 -0.1439
H -1.8852 -5.1142 -2.2116
H -1.3311 -3.9756 -4.3407
H -1.0253 -1.5175 -4.3721
H -1.2727 -0.2140 -2.2991
H -3.5629 -1.0934 2.8529
H -3.1811 -2.3635 4.9228
H -1.2637 -3.9207 5.0976
H 0.2946 -4.1637 3.1896
H -0.0725 -2.8715 1.1239
C 5.6752 0.3263 1.1344
P 4.3300 0.4198 -0.1213
C 5.0372 1.7020 -1.2254
C 4.7543 -1.0777 -1.1283
C 4.3125 -2.3895 -0.4738
P 2.5006 -2.4450 -0.1126
C 1.8727 -2.8244 -1.7991
C 2.4367 -4.1350 0.6252
H 6.6533 0.2462 0.6553
H 5.5304 -0.5251 1.8013
H 5.6529 1.2334 1.7396
H 6.0329 1.4136 -1.5724
H 5.0873 2.6488 -0.6888
H 4.3780 1.8678 -2.0761
H 5.8302 -1.0867 -1.3202
H 4.2623 -0.9539 -2.0976
H 4.8329 -2.5320 0.4780
H 4.5633 -3.2467 -1.1048
H 2.3813 -3.6929 -2.2247
H 2.0273 -1.9657 -2.4558
H 0.8014 -3.0178 -1.7610
H 3.0529 -4.8324 0.0533
H 1.4101 -4.5064 0.6338
H 2.7959 -4.1030 1.6549
F 3.0375 9.4468 0.5110
C 2.8160 8.1425 0.3164
C 1.5466 7.6212 0.4546
F 0.5347 8.4345 0.7847
C 1.3282 6.2715 0.2544
F 0.0683 5.8393 0.4013
C 2.3459 5.3847 -0.0921
Se 2.0229 3.5478 -0.3918
C 3.6092 5.9517 -0.2186
F 4.6666 5.1898 -0.5417
C 3.8532 7.2980 -0.0208
F 5.0910 7.7927 -0.1528
```

## Properties
Strongest force on any atom = 0.0191 hartree/bohr
ΔE to the lowest compared entry with this formula, charge and spin = 0.7451 eV
HOMO-LUMO gap = 6.50 eV
E_HOMO = -6.63 eV
LUMO level = -0.135 eV